# C5H11NO

The molecule C5H11NO (ωB97M-V/def2-TZVPD, the OMol25 dataset).

```
18
Properties=species:S:1:pos:R:3:forces:R:3:lowdin_charge:R:1
C -1.92838 -0.95754 -0.57638 0.028 -0.041 -0.034 -0.0878
C -1.56530 0.11262 0.44375 -0.103 0.002 0.024 -0.2057
N -0.12904 0.30722 0.61063 0.185 0.124 -0.076 -0.2465
C 0.58444 0.56604 1.74771 0.020 -0.030 0.318 -0.0117
C 0.70850 0.87203 -0.28562 -0.136 0.005 -0.222 -0.0995
C 2.02052 0.25514 -0.70155 0.150 0.302 0.246 -0.2622
O 1.84008 -0.82803 -1.60845 -0.151 -0.233 0.043 -0.0742
H -3.00864 -0.94582 -0.75884 0.177 -0.014 0.021 0.0725
H -1.65458 -1.95651 -0.22109 0.003 0.140 -0.041 0.0735
H -1.42041 -0.77846 -1.53008 -0.063 -0.002 0.145 0.0715
H -1.99261 1.07907 0.13501 0.041 -0.121 0.061 0.1220
H -1.96791 -0.11953 1.43457 0.057 0.022 -0.130 0.1195
H 0.83501 1.58538 2.00924 -0.037 -0.095 -0.094 0.0515
H 0.77103 -0.23008 2.47115 -0.038 0.138 -0.098 0.0615
H 0.28069 1.61207 -0.97591 0.052 -0.103 0.066 0.1209
H 2.59439 1.00581 -1.25455 -0.057 -0.096 0.135 0.1130
H 2.62339 -0.05245 0.15981 -0.151 -0.048 -0.141 0.1025
H 1.40882 -1.52697 -1.09942 0.025 0.052 -0.220 0.0793
```
Forces are in eV/Å.

Summary:
Orbital gap (alpha / beta), eV: 8.26 / 8.26
LUMO (alpha / beta), eV: 0.536 / 0.536
2S+1: 1
Energy relative to the best compared isomer or geometry (same formula, charge and spin), kcal per mole: 100.2
E_HOMO (alpha / beta), eV: -7.722 / -7.723
Charge: 0

# C5H11NO

A 2-piece molecular cluster, C5H11NO overall at a distorted geometry (ωB97M-V/def2-TZVPD, the OMol25 dataset).

```
18
Properties=species:S:1:pos:R:3:forces:R:3:lowdin_charge:R:1
N -1.10529 -2.25972 -1.20995 -0.881 1.079 -0.086 0.0901
C -0.87016 -0.87383 -1.23608 0.890 -0.920 0.719 -0.3640
C -0.10111 -0.30346 -0.22616 -1.430 1.245 -0.836 -0.1212
C -0.40951 -0.59804 1.12627 1.117 -1.933 0.564 -0.2319
C 0.32244 -0.58002 2.27150 -0.209 1.335 -0.579 -0.0115
C -1.38568 -0.10408 -2.40405 0.900 -0.277 -0.315 -0.0470
H -0.53235 -2.70263 -0.50972 0.057 -0.235 -0.166 0.0885
H -0.94724 -2.60260 -2.14780 -0.285 -0.472 0.173 0.0913
H 0.69753 0.33638 -0.58402 -0.382 0.986 0.367 0.1041
H -1.36088 -1.09877 1.24237 -0.043 -0.996 -0.325 0.0942
H 0.19686 -1.37046 2.97901 -0.788 0.241 0.894 0.0290
H 0.90815 0.29287 2.53914 1.021 -0.572 -0.319 0.0412
H -2.46786 -0.17768 -2.50340 -0.141 0.191 0.641 0.0896
H -1.05269 0.90441 -2.19110 -0.309 0.339 -0.601 0.0754
H -1.06406 -0.45630 -3.38408 0.490 0.000 -0.134 0.0739
H 2.14299 3.79302 0.91595 0.128 -0.170 -0.083 0.0300
H 2.54016 4.29876 2.27329 0.261 -0.260 -0.092 0.0367
O 2.82738 3.67872 1.58575 -0.395 0.421 0.177 -0.0685
```
Forces are in eV/Å.

Summary:
Orbital gap, eV: 7.26
LUMO, eV: 0.544
2S+1: 1
Energy relative to the best compared isomer or geometry (same formula, charge and spin), kcal per mole: 89.4
E_HOMO, eV: -6.718
Charge: 0

# C5H11NO

The molecule C5H11NO (ωB97M-V/def2-TZVPD, the OMol25 dataset).

```
18
Properties=species:S:1:pos:R:3:forces:R:3:lowdin_charge:R:1
C 0.94022 1.73595 1.37980 -0.048 0.054 0.057 -0.1212
C 1.49522 0.55977 0.58477 0.020 -0.012 -0.037 -0.2492
C 0.72168 -0.74246 0.81417 0.097 -0.043 0.083 -0.2115
N -0.67814 -0.66797 0.36058 0.008 -0.001 -0.427 0.0596
C -0.83037 -0.88670 -1.00276 0.668 -0.176 -0.479 -0.4888
O 0.17853 -1.20607 -1.62086 0.100 0.021 0.021 0.0015
C -2.03262 -0.79426 -1.95838 -0.072 0.050 0.295 -0.0047
H 1.52195 2.64733 1.20676 -0.086 -0.136 0.026 0.0688
H -0.09527 1.94780 1.09004 0.126 -0.002 0.067 0.0640
H 0.95759 1.52614 2.45660 -0.016 0.051 -0.133 0.0709
H 1.47971 0.78806 -0.48705 0.007 -0.070 0.147 0.1054
H 2.54674 0.39445 0.85574 -0.178 -0.038 -0.037 0.1095
H 1.18825 -1.54061 0.23552 -0.009 0.093 0.215 0.1087
H 0.76243 -1.02974 1.87171 -0.276 0.142 -0.096 0.1187
H -1.35082 -0.35330 1.05158 -0.185 -0.134 -0.854 0.1360
H -1.74662 -0.04807 -2.71478 -0.161 -0.030 0.450 0.0847
H -3.04176 -0.59270 -1.60072 0.138 0.040 0.292 0.0645
H -2.01673 -1.73762 -2.52273 -0.132 0.190 0.409 0.0835
```
Forces are in eV/Å.

Summary:
Orbital gap, eV: 10.39
LUMO, eV: 0.935
2S+1: 1
Energy relative to the best compared isomer or geometry (same formula, charge and spin), kcal per mole: 14.6
E_HOMO, eV: -9.452
Charge: 0

# C5H11NO

The molecule C5H11NO at a distorted geometry (ωB97M-V/def2-TZVPD, the OMol25 dataset).

```
18
Properties=species:S:1:pos:R:3:forces:R:3:lowdin_charge:R:1
C -1.16150 0.90199 0.26911 -1.742 -2.127 0.319 -0.1768
C 1.98124 0.76131 -0.56072 -0.464 -0.713 -0.098 -0.1464
C -0.29446 -1.31286 -0.73427 -0.245 0.268 0.244 -0.0270
N 1.06530 0.49854 0.53484 -0.147 -1.531 1.670 -0.0706
C -0.29351 -0.27519 0.37322 3.343 3.709 -1.351 -0.5583
C -1.14435 -0.48749 1.53370 -0.515 0.757 0.055 0.0197
O -1.88173 1.20027 -0.83342 -1.027 -0.223 -0.250 0.0343
H -1.94651 0.42711 -1.40938 0.091 0.133 0.022 0.0970
H 1.52413 0.15943 1.37523 0.265 -0.087 -0.230 0.0921
H -1.08637 1.77217 0.90609 0.532 -0.329 -0.022 0.1347
H 2.42642 -0.14795 -0.98819 0.064 0.062 -0.142 0.0663
H 1.44352 1.28114 -1.35636 0.058 0.067 -0.049 0.0767
H 2.79809 1.40328 -0.22406 -0.178 -0.005 0.072 0.0756
H 0.37397 -2.12546 -0.45132 0.025 -0.002 -0.091 0.0916
H 0.02207 -0.89054 -1.69082 0.171 -0.010 0.113 0.0802
H -1.28791 -1.73481 -0.88451 -0.116 -0.081 0.102 0.0851
H -0.98830 0.04728 2.45862 0.375 0.085 -0.054 0.0614
H -1.55008 -1.47821 1.68222 -0.487 0.026 -0.307 0.0644
```
Forces are in eV/Å.

Summary:
Orbital gap, eV: 8.28
LUMO, eV: 0.811
2S+1: 1
Energy relative to the best compared isomer or geometry (same formula, charge and spin), kcal per mole: 94.8
E_HOMO, eV: -7.467
Charge: 0

# C5H11NO

The molecule C5H11NO (ωB97M-V/def2-TZVPD, the OMol25 dataset).

```
18
Properties=species:S:1:pos:R:3:forces:R:3:lowdin_charge:R:1
C 2.11659 -0.38426 -1.21870 0.017 0.032 -0.051 -0.1192
C 1.37863 -0.85868 0.03105 0.052 -0.134 0.055 -0.2467
C 0.86324 0.27658 0.92245 0.123 -0.028 0.071 -0.1951
N -0.42608 0.78718 0.47398 -0.088 -0.055 -0.080 0.0464
C -1.54434 0.02321 0.64265 -0.028 -0.113 0.008 -0.5480
O -1.52092 -1.02303 1.27400 -0.030 0.358 -0.144 0.0398
C -2.81150 0.51827 -0.02815 -0.050 0.016 -0.018 -0.0034
H 2.44179 -1.24806 -1.80582 -0.048 0.153 -0.037 0.0681
H 1.49833 0.25264 -1.86374 0.025 -0.136 0.117 0.0683
H 3.01565 0.18871 -0.95664 -0.163 -0.087 0.004 0.0703
H 0.51407 -1.47963 -0.22583 0.174 0.030 -0.041 0.1023
H 2.05431 -1.51227 0.59775 -0.123 0.196 0.054 0.1097
H 0.73033 -0.07153 1.95105 0.051 0.012 -0.172 0.1171
H 1.57965 1.10624 0.93307 -0.153 -0.075 0.036 0.1185
H -0.46526 1.59028 -0.13278 -0.019 -0.132 0.090 0.1302
H -3.07083 -0.19925 -0.81253 0.032 0.105 0.082 0.0864
H -2.71948 1.51292 -0.47381 0.037 -0.129 0.079 0.0706
H -3.63418 0.52069 0.69200 0.190 -0.014 -0.055 0.0847
```
Forces are in eV/Å.

Summary:
Orbital gap, eV: 10.46
LUMO, eV: 0.887
2S+1: 1
Energy relative to the best compared isomer or geometry (same formula, charge and spin), kcal per mole: 2.1
E_HOMO, eV: -9.576
Charge: 0

# C5H11NO

The molecule C5H11NO (ωB97M-V/def2-TZVPD, the OMol25 dataset).

```
18
Properties=species:S:1:pos:R:3:forces:R:3:lowdin_charge:R:1
C 2.72568 0.59604 0.02776 0.276 -0.052 0.090 -0.1073
O 1.51194 0.89881 -0.61710 -0.050 0.029 -0.045 -0.1467
C 0.64250 -0.19284 -0.58699 -0.059 -0.257 -0.061 -0.3352
C -0.08501 -0.51247 0.73585 0.142 -0.035 0.236 -0.1288
N -1.32013 -0.68857 -0.03614 -0.120 0.025 0.051 -0.2033
C -2.54248 -0.19658 0.55104 -0.169 0.002 0.054 -0.1103
C -0.75177 0.05903 -1.16702 0.015 0.100 -0.246 -0.1136
H 2.58579 0.43735 1.10866 0.002 0.050 -0.172 0.0906
H 3.40549 1.43493 -0.12940 -0.099 -0.067 0.061 0.0895
H 3.18137 -0.31172 -0.39667 -0.047 0.115 0.047 0.0904
H 1.12586 -1.07985 -1.02257 -0.066 0.104 0.069 0.1496
H 0.21816 -1.38496 1.32630 -0.015 0.140 -0.097 0.1136
H -0.09736 0.38474 1.37933 -0.031 -0.085 -0.080 0.1248
H -2.48047 0.87015 0.84129 0.031 -0.145 -0.051 0.0831
H -2.78047 -0.78239 1.44557 0.018 0.087 -0.121 0.0824
H -3.37066 -0.31157 -0.15638 0.113 0.012 0.090 0.0822
H -0.99040 1.13541 -1.14821 0.045 -0.133 0.039 0.1251
H -0.97804 -0.35549 -2.15534 0.013 0.110 0.136 0.1140
```
Forces are in eV/Å.

Summary:
Orbital gap, eV: 9.83
LUMO, eV: 1.114
2S+1: 1
Energy relative to the best compared isomer or geometry (same formula, charge and spin), kcal per mole: 54.0
E_HOMO, eV: -8.721
Charge: 0

# C5H11NO

A 2-piece molecular cluster, C5H11NO overall at a distorted geometry (ωB97M-V/def2-TZVPD, the OMol25 dataset).

```
18
Properties=species:S:1:pos:R:3:forces:R:3:lowdin_charge:R:1
C 1.05025 0.85237 1.64738 3.737 -1.028 0.541 -0.0499
C -0.91135 0.26928 -1.51559 -1.030 -0.619 -1.676 -0.0857
C 0.15614 -1.78413 -0.33558 0.902 2.716 -1.405 -0.0595
C -1.72171 -0.50381 0.67860 1.210 0.398 -2.591 0.0069
C -0.86983 -0.66246 -0.35871 -1.926 0.113 0.789 -0.4716
N 2.10331 1.37742 1.10572 -0.935 -0.747 0.198 -0.0668
O 1.77410 2.34807 0.10302 0.464 -0.495 -0.750 -0.1324
H 0.09482 1.02537 1.30495 -2.010 0.742 -0.568 0.0165
H 1.19577 -0.01689 2.41136 0.056 2.001 -1.324 0.1176
H -0.87780 -0.23525 -2.55168 -0.363 0.410 1.525 0.0981
H -1.85044 0.93610 -1.46441 1.953 -0.634 -0.117 0.1104
H 0.07496 0.71635 -1.47045 -0.049 1.196 -0.091 0.0597
H 0.34280 -1.90569 -1.43484 -0.261 -1.171 0.973 0.0841
H -0.29449 -2.57821 0.25475 0.875 -0.376 -0.286 0.0794
H 1.16528 -1.32994 -0.03104 -1.310 -1.033 0.286 0.0913
H 2.47750 2.31811 -0.62564 -1.069 -0.253 2.051 0.1205
H -2.52750 0.18422 0.79180 -0.277 0.526 -0.262 0.0600
H -1.38182 -1.01093 1.49037 0.032 -1.746 2.705 0.0214
```
Forces are in eV/Å.

Summary:
Orbital gap, eV: 9.97
LUMO, eV: 0.844
2S+1: 1
Energy relative to the best compared isomer or geometry (same formula, charge and spin), kcal per mole: 107.6
E_HOMO, eV: -9.128
Charge: 0

- Which value of 2S+1 does entry 5 give?
  1

- 2S+1 of number 3 (C5H11NO)?
  1